{"formula": "C36H72O13S4", "method": "ωB97M-V/def2-TZVPD", "elements": ["O", "S", "O", "C", "C", "C", "C", "H", "H", "H", "H", "H", "H", "H", "H", "O", "S", "O", "C", "C", "C", "C", "H", "H", "H", "H", "H", "H", "H", "H", "O", "S", "O", "C", "C", "C", "C", "H", "H", "H", "H", "H", "H", "H", "H", "O", "S", "O", "C", "C", "C", "C", "H", "H", "H", "H", "H", "H", "H", "H", "C", "C", "C", "O", "C", "H", "H", "H", "H", "H", "H", "H", "H", "C", "C", "C", "O", "C", "H", "H", "H", "H", "H", "H", "H", "H", "C", "C", "C", "O", "C", "H", "H", "H", "H", "H", "H", "H", "H", "C", "C", "C", "O", "C", "H", "H", "H", "H", "H", "H", "H", "H", "C", "C", "C", "O", "C", "H", "H", "H", "H", "H", "H", "H", "H"], "positions_angstrom": [[12.326, 8.245, 21.349], [13.275, 7.936, 20.330], [14.542, 7.467, 20.739], [12.602, 6.750, 19.168], [12.019, 7.558, 18.038], [13.039, 8.657, 17.818], [13.280, 9.273, 19.194], [11.784, 6.242, 19.700], [13.426, 6.104, 18.942], [11.938, 6.980, 17.109], [10.996, 7.937, 18.274], [12.716, 9.450, 17.147], [13.982, 8.272, 17.368], [12.458, 9.930, 19.518], [14.218, 9.858, 19.298], [12.446, 16.294, 15.917], [12.069, 14.874, 15.728], [10.951, 14.499, 14.884], [13.497, 13.913, 15.193], [13.080, 12.525, 15.630], [12.467, 12.598, 17.054], [11.956, 14.044, 17.316], [14.390, 14.408, 15.642], [13.536, 14.076, 14.108], [12.434, 12.101, 14.893], [14.017, 11.944, 15.577], [13.219, 12.444, 17.834], [11.628, 11.897, 17.219], [12.564, 14.559, 18.030], [10.971, 14.059, 17.760], [15.624, 14.507, 11.633], [15.728, 15.498, 10.602], [16.644, 16.588, 10.869], [16.110, 14.739, 9.043], [14.970, 15.224, 8.174], [13.726, 15.242, 9.086], [14.110, 16.195, 10.256], [16.075, 13.611, 9.176], [17.140, 15.106, 8.783], [15.135, 16.111, 7.613], [14.770, 14.509, 7.387], [13.574, 14.218, 9.518], [12.849, 15.624, 8.629], [13.478, 16.041, 11.151], [14.231, 17.260, 9.973], [18.461, 14.941, 16.697], [17.219, 14.715, 15.958], [16.392, 13.593, 16.306], [16.327, 16.347, 15.870], [16.427, 16.765, 14.443], [17.728, 16.276, 14.014], [17.671, 14.802, 14.237], [16.879, 17.003, 16.550], [15.312, 16.226, 16.093], [15.684, 16.146, 13.917], [16.315, 17.843, 14.215], [18.555, 16.686, 14.645], [17.948, 16.492, 12.916], [18.618, 14.313, 14.205], [16.933, 14.194, 13.706], [10.654, 11.842, 11.377], [10.956, 13.331, 11.781], [9.539, 13.917, 11.961], [8.602, 12.856, 11.787], [9.273, 11.612, 11.955], [11.455, 11.085, 11.622], [10.471, 11.818, 10.302], [11.466, 13.979, 10.995], [11.550, 13.394, 12.635], [9.262, 14.651, 11.155], [9.521, 14.351, 12.957], [8.679, 10.915, 11.341], [9.268, 11.164, 12.956], [12.109, 13.262, 22.246], [12.698, 12.096, 21.456], [13.837, 12.795, 20.661], [13.269, 14.030, 20.320], [12.540, 14.524, 21.415], [12.490, 13.212, 23.287], [11.010, 13.301, 22.386], [12.075, 11.636, 20.711], [13.074, 11.234, 22.041], [14.074, 12.291, 19.671], [14.766, 12.830, 21.228], [11.704, 15.042, 21.004], [13.092, 15.295, 22.022], [12.383, 18.712, 13.709], [13.057, 19.434, 12.456], [14.187, 20.253, 13.123], [14.474, 19.580, 14.300], [13.224, 19.157, 14.874], [12.458, 17.601, 13.690], [11.335, 18.996, 13.793], [12.393, 20.163, 11.876], [13.378, 18.660, 11.774], [13.885, 21.238, 13.396], [15.064, 20.346, 12.507], [12.737, 20.002, 15.365], [13.410, 18.307, 15.539], [15.064, 11.244, 10.520], [14.744, 9.774, 10.390], [14.421, 9.276, 11.814], [14.899, 10.316, 12.693], [14.707, 11.511, 12.000], [14.441, 11.851, 9.843], [16.151, 11.357, 10.431], [15.649, 9.203, 10.095], [14.042, 9.461, 9.623], [14.860, 8.315, 12.082], [13.366, 9.284, 11.934], [15.205, 12.337, 12.509], [13.612, 11.732, 11.995], [7.325, 12.529, 16.846], [8.016, 13.489, 15.809], [8.251, 14.751, 16.663], [8.673, 14.254, 17.907], [7.683, 13.275, 18.233], [7.712, 11.562, 16.880], [6.260, 12.487, 16.765], [7.506, 13.551, 14.835], [8.985, 13.142, 15.458], [7.380, 15.419, 16.683], [9.140, 15.324, 16.317], [6.865, 13.886, 18.521], [7.938, 12.655, 19.023]], "atomic_forces_ev_per_a": [[-0.920, 0.286, 0.720], [-1.345, -0.506, -0.233], [2.028, -0.261, 0.194], [-1.578, -0.102, 1.075], [-0.122, -0.131, -1.083], [0.572, 1.001, -0.268], [0.926, 1.459, -0.232], [0.605, -0.236, -0.012], [0.242, -0.458, -0.459], [-0.156, -0.099, 0.296], [0.845, -0.110, 0.000], [-0.214, -0.029, -0.158], [-0.571, 0.011, 0.489], [0.174, -0.321, -0.279], [-0.452, -0.482, -0.127], [-0.828, -1.802, -0.459], [1.192, 1.350, 0.878], [0.133, 0.342, 0.114], [-0.714, 1.621, -0.222], [1.993, -0.294, 0.417], [-0.319, 0.503, 0.323], [-0.241, -0.565, -0.360], [-0.742, -0.974, -0.036], [0.101, -0.275, 0.112], [-0.719, -0.208, -0.350], [-0.484, -0.197, 0.381], [-0.043, -0.369, -0.368], [0.548, 0.151, -0.288], [0.722, 0.428, 0.101], [-0.584, 0.116, -0.428], [-0.426, -0.931, 0.356], [1.015, 1.897, 1.583], [-0.067, -0.170, -0.503], [0.824, -0.558, -0.145], [-1.110, -1.655, -0.552], [0.901, 0.462, 1.054], [-0.009, -1.052, -0.300], [0.153, 1.436, -0.090], [-1.053, -0.506, 0.124], [0.279, 1.235, 0.151], [0.109, -0.452, -0.232], [-0.123, 0.824, -0.491], [-0.875, -0.050, -0.682], [0.427, 0.291, -0.388], [-0.135, -0.721, 0.120], [-1.082, -0.251, -0.193], [1.533, 1.808, 0.288], [-0.446, -0.278, 0.017], [0.910, -0.195, 0.877], [-1.057, 0.800, -0.637], [2.582, 0.083, -2.605], [-0.039, -1.535, 0.699], [-0.313, -0.142, 0.063], [-1.396, -0.135, 1.123], [-0.164, 0.689, -0.289], [-0.432, -0.619, 0.520], [-0.499, -0.166, -0.578], [-0.232, -0.173, 1.425], [0.725, -0.415, -0.193], [0.013, 0.571, -0.402], [0.810, 0.410, -0.452], [-0.658, 0.071, -2.766], [0.171, 0.344, -0.656], [0.246, -0.308, 0.823], [-0.749, -0.758, -0.594], [-0.938, 0.874, -0.039], [0.451, -0.062, -0.150], [-0.317, -1.233, 0.654], [0.712, 0.098, 1.637], [0.444, -0.389, 0.987], [-0.562, 0.237, 0.066], [0.361, 0.038, 0.163], [0.020, 0.686, 0.328], [-0.497, 0.456, 0.629], [1.260, -0.569, -0.255], [-0.452, -1.455, -1.022], [0.694, 0.590, -0.254], [0.343, -0.065, 1.419], [0.139, 0.424, -0.652], [0.520, -0.468, -0.390], [-0.884, 0.158, -0.212], [-0.186, 0.655, 0.071], [-0.190, 0.383, 1.251], [0.125, 0.468, 0.191], [-0.798, 0.310, -0.261], [-0.059, -0.874, -0.466], [0.004, -0.277, -1.282], [-1.257, 0.962, 0.382], [-0.579, -0.998, -0.613], [0.519, -0.874, 1.209], [0.462, 0.172, -0.156], [-0.216, 0.761, -0.540], [0.014, -0.131, 0.154], [0.525, -1.220, 0.849], [0.487, 0.085, -0.259], [-0.676, 1.082, -0.139], [0.543, -0.156, -0.157], [0.182, 0.058, 0.394], [0.047, 0.610, 0.120], [0.198, 0.339, 0.783], [1.515, -2.112, -0.169], [0.305, 1.300, -0.033], [0.702, -1.069, -0.111], [-1.534, 0.643, -0.417], [0.659, 0.022, 0.189], [-0.338, 0.461, -0.518], [-0.210, 0.500, -0.017], [-0.575, 0.349, 0.184], [-0.032, 0.192, 0.052], [-1.265, -0.525, 0.205], [0.188, -0.261, -0.240], [0.351, 0.157, 0.190], [0.976, 2.727, 1.186], [-0.367, -0.573, 0.068], [1.565, 0.466, -1.563], [-0.198, -0.753, 0.561], [-0.577, 0.883, -3.028], [0.682, -1.643, -0.246], [-0.640, -0.013, -0.313], [-0.467, 0.547, 0.634], [0.305, -0.331, 0.573], [-0.068, -0.179, 0.437], [-0.883, -0.163, -0.166], [-1.407, 0.161, 0.493], [0.988, -1.161, 1.395]], "lumo_ha": 0.0055, "largest_force_ha_per_bohr": 0.07135, "energy_ev": -108452.4158}